{"formula": "C4H10N2O", "method": "ωB97M-V/def2-TZVPD", "lumo_energy_ev": 0.80, "e_above_lowest_kcal_mol": 45.9, "smiles": "CC(=O)NCCN", "multiplicity": 1, "charge": 0, "energy_ha": -343.128262, "species": ["C", "C", "O", "N", "C", "C", "N", "H", "H", "H", "H", "H", "H", "H", "H", "H", "H"], "coordinates": [[1.87595, 0.04604, -1.84941], [0.30240, -0.01555, -1.83622], [-0.34838, -0.38448, -2.84059], [-0.28413, 0.35219, -0.59862], [0.21745, 0.38845, 0.65149], [-0.71502, -0.33352, 1.64270], [-2.11707, -0.19941, 1.30207], [2.13623, 0.65915, -0.93512], [2.48206, 0.47147, -2.66431], [2.30365, -1.06674, -1.64821], [-1.30195, 0.35344, -0.65546], [0.37297, 1.43129, 1.15855], [1.18796, -0.03108, 0.79188], [-0.47625, 0.20881, 2.54512], [-0.48378, -1.43748, 1.55190], [-2.66740, -1.02199, 1.56844], [-2.48467, 0.57940, 1.81579]]}


{"formula": "C4H8O3S", "method": "ωB97M-V/def2-TZVPD", "lumo_energy_ev": -0.01, "e_above_lowest_kcal_mol": 95.8, "multiplicity": 1, "charge": 0, "energy_ha": -780.980515, "species": ["C", "C", "C", "C", "O", "O", "O", "S", "H", "H", "H", "H", "H", "H", "H", "H"], "coordinates": [[-0.08174, 0.93933, 2.42146], [4.08739, -1.86282, 0.98478], [-1.87874, -0.21127, -0.90901], [-2.38067, 1.16635, -0.52007], [0.59845, 1.57758, 0.14828], [3.62447, -0.77433, 1.23948], [-1.53164, -1.12020, -0.14832], [0.98200, 0.65302, 1.19992], [-0.29093, 0.10661, 3.20494], [-0.98613, 1.70614, 2.29180], [4.73849, -2.09141, 0.12954], [3.91327, -2.82581, 1.56390], [-1.68025, -0.56857, -2.01720], [-1.94410, 1.91550, -1.19051], [-2.20276, 1.43038, 0.53838], [-3.41866, 1.17636, -0.77606]]}